No. 1
ORCA calculation (ωB97M-V/def2-TZVPD) on a 2-piece molecular cluster, C4H11NOS overall at a distorted geometry.

```
18
Properties=species:S:1:pos:R:3
C 0.69 -1.26 0.23
C 1.07 0.00 0.03
C 0.57 -2.16 -0.96
C 1.35 1.01 1.11
N -2.04 0.22 -0.55
O -1.33 2.51 0.57
S -1.48 1.73 -0.88
H 0.59 -1.67 1.21
H 1.30 0.33 -1.03
H -0.42 -2.58 -0.92
H 0.82 -1.55 -1.76
H 1.46 -2.79 -0.83
H 1.25 0.75 2.11
H 2.33 1.40 1.02
H 0.65 1.91 1.18
H -1.56 -0.54 -0.81
H -3.07 0.13 -0.68
H -2.17 2.56 0.96
```

Results
- SMILES: C/C=C/C.NSO
- HOMO: -8.4 eV
- LUMO: 0.781 eV
- Frontier orbital gap: 9.22 eV

These are the Löwdin partial charges, in e, on atoms 1 to 8: -0.207 -0.218 -0.103 -0.111 -0.305 -0.446 0.824 0.097

---

No. 2
ORCA calculation (ωB97M-V/def2-TZVPD) on a single C4H11NOS molecule at a distorted geometry.

```
18
Properties=species:S:1:pos:R:3
C -0.07 -0.15 -0.34
N -1.16 -0.85 0.30
C -2.44 -0.63 -0.33
O -2.78 0.75 -0.48
C 1.39 -0.70 -0.10
C 2.47 0.30 0.24
S 2.04 1.59 1.51
H -0.05 0.87 0.06
H -0.31 0.03 -1.40
H -1.04 -0.91 1.30
H -2.40 -1.00 -1.36
H -3.15 -1.15 0.30
H -3.31 1.07 0.25
H 1.38 -1.51 0.63
H 1.68 -1.03 -1.10
H 3.41 -0.20 0.47
H 2.63 0.90 -0.66
H 1.72 2.61 0.70
```

Results
- SMILES: OCNCCCS
- HOMO: -8.6 eV
- LUMO: 0.820 eV
- Frontier orbital gap: 9.38 eV

These are the Löwdin partial charges, in e, on atoms 1 to 8: -0.252 -0.065 -0.296 -0.063 -0.245 -0.540 0.669 0.061

---

No. 3
ORCA calculation (ωB97M-V/def2-TZVPD) on a 2-piece molecular cluster, C4H11NOS overall at a distorted geometry.

```
18
Properties=species:S:1:pos:R:3
C -0.15 1.29 1.66
C -0.43 2.69 1.09
C -0.90 -2.01 -1.89
C 0.11 -2.74 -1.39
N 1.43 0.12 -0.39
O -0.24 -1.20 1.03
S -0.22 0.04 0.29
H -0.73 0.95 2.46
H -0.18 3.42 1.92
H 0.22 3.01 0.17
H -1.45 2.74 0.64
H -1.10 -1.94 -2.96
H -1.72 -1.56 -1.19
H 0.87 1.34 1.94
H 0.92 -3.10 -1.97
H 0.04 -2.64 -0.25
H 1.90 -0.43 0.17
H 1.65 0.03 -1.34
```

Results
- HOMO: -9.1 eV
- LUMO: 0.913 eV
- Frontier orbital gap: 9.96 eV

These are the Löwdin partial charges, in e, on atoms 1 to 8: -0.375 -0.172 -0.136 -0.092 -0.106 -0.526 0.862 0.066

---

No. 4
ORCA calculation (ωB97M-V/def2-TZVPD) on a 2-piece molecular cluster, C4H11NOS overall at a distorted geometry.

```
18
Properties=species:S:1:pos:R:3
C 0.75 -0.73 -1.27
C -2.33 -0.88 0.34
C 1.54 1.72 0.50
C -1.50 -2.06 -0.08
N 3.19 -0.37 -0.19
O 1.26 -0.86 1.22
S 1.56 -0.11 0.00
H 0.02 -0.13 -1.85
H -3.31 -1.22 0.47
H -2.17 0.02 -0.29
H -1.67 -0.58 1.20
H 1.78 1.92 1.58
H 2.12 2.49 -0.07
H 0.47 1.73 0.29
H -0.46 -2.27 0.18
H -1.88 -2.90 -0.72
H 3.51 -1.36 -0.32
H 3.79 0.24 -0.71
```

Results
- HOMO (alpha / beta): -7.3 / -8.3 eV
- LUMO (alpha / beta): -0.500 / 0.496 eV
- Frontier orbital gap (alpha / beta): 6.79 / 8.83 eV

These are the Löwdin partial charges, in e, on atoms 1 to 8: -0.197 -0.173 -0.144 -0.071 -0.136 -0.388 0.554 -0.011

---

No. 5
ORCA calculation (ωB97M-V/def2-TZVPD) on a 2-piece molecular cluster, C4H11NOS overall at a distorted geometry.

```
18
Properties=species:S:1:pos:R:3
C -2.68 1.57 1.13
C 2.14 0.34 -1.23
C 1.97 -1.78 -0.63
C -1.05 -0.33 0.07
N 1.50 -0.69 -1.47
O -0.18 1.30 1.93
S -0.90 1.32 0.62
H -2.88 0.72 1.72
H -3.34 1.72 0.15
H 1.91 1.25 -1.86
H -3.02 2.45 1.70
H 2.98 0.57 -0.55
H 2.54 -2.49 -1.19
H 2.69 -1.47 0.17
H 1.12 -2.30 -0.26
H -1.50 -1.02 0.70
H -1.33 -0.49 -0.94
H 0.00 -0.68 -0.05
```

Results
- HOMO: -8.9 eV
- LUMO: 0.928 eV
- Frontier orbital gap: 9.80 eV

These are the Löwdin partial charges, in e, on atoms 1 to 8: -0.251 -0.119 -0.149 -0.301 -0.087 -0.558 0.801 0.015

---

No. 6
ORCA calculation (ωB97M-V/def2-TZVPD) on a single C4H11NP2 molecule at a distorted geometry.

```
18
Properties=species:S:1:pos:R:3
C -0.69 -0.73 2.51
C -0.49 0.90 -0.60
C -0.62 0.74 -2.06
C 1.74 -0.04 -0.26
N 0.50 0.54 0.22
P -2.00 -1.10 1.32
P 0.41 0.77 1.94
H -1.05 -0.28 3.39
H 0.11 -1.50 2.94
H -1.29 1.18 -0.08
H -0.70 -0.31 -2.45
H 0.37 0.97 -2.32
H -1.48 1.35 -2.44
H 2.37 -0.32 0.72
H 1.51 -0.97 -0.62
H 2.16 0.69 -1.04
H -1.22 -2.11 0.42
H -0.84 1.66 1.97
```

Results
- HOMO (alpha / beta): -6.6 / -6.0 eV
- LUMO (alpha / beta): 0.327 / -0.318 eV
- Frontier orbital gap (alpha / beta): 6.89 / 5.66 eV

These are the Löwdin partial charges, in e, on atoms 1 to 8: -0.878 -0.248 -0.061 -0.119 -0.481 0.582 0.864 -0.043

---

No. 7
ORCA calculation (ωB97M-V/def2-TZVPD) on a 2-piece molecular cluster, C4H11NS overall at a distorted geometry.

```
17
Properties=species:S:1:pos:R:3
C 0.01 1.90 0.40
S -1.47 0.99 -0.05
C -2.17 0.74 1.64
H 0.86 1.35 -0.02
H 0.14 2.00 1.48
H 0.08 2.84 -0.27
H -2.14 1.55 2.40
H -3.19 0.39 1.56
H -1.34 0.17 2.03
C 0.96 -2.33 -0.22
C 2.28 -0.77 -1.34
N 2.35 -1.90 -0.77
H 1.06 -3.31 0.22
H 0.12 -2.23 -1.11
H 0.72 -1.65 0.56
H 3.00 -0.64 -2.21
H 1.31 -0.30 -1.39
```

Results
- SMILES: C=NC.CSC
- HOMO: -8.5 eV
- LUMO: 0.849 eV
- Frontier orbital gap: 9.31 eV

These are the Löwdin partial charges, in e, on atoms 1 to 8: -0.438 0.694 -0.417 -0.016 0.036 0.062 0.051 0.024

---

No. 8
ORCA calculation (ωB97M-V/def2-TZVPD) on a single C4H11NS molecule at a distorted geometry.

```
17
Properties=species:S:1:pos:R:3
C -1.37 -0.73 0.86
C -0.27 0.48 -1.38
C -1.61 -0.64 2.34
C 0.92 0.84 -2.28
N 2.03 -0.08 0.49
S 0.04 -0.12 0.18
H -1.57 -1.83 0.50
H -1.00 -0.14 -1.86
H -1.78 0.52 2.56
H -0.80 -0.97 2.89
H -2.53 -1.20 2.63
H 1.84 1.24 -1.84
H 0.38 1.66 -2.89
H 1.19 0.04 -2.95
H 2.32 -0.87 -0.16
H 2.08 0.78 -0.11
H 0.12 1.00 1.02
```

Results
- SMILES: CC=[SH](N)=CC
- HOMO: -7.4 eV
- LUMO: 0.043 eV
- Frontier orbital gap: 7.43 eV

These are the Löwdin partial charges, in e, on atoms 1 to 8: -0.463 -0.427 -0.200 -0.200 -0.195 0.896 0.091 0.038

---

The records above yield ΔE to the lowest compared entry with this formula, charge and spin values of 69.0; 38.3; 89.0; 198.5; 84.7; 90.7; 66.5; 161.5 kcal per mole, respectively.